Molecular formula: C6H11BO3
Method: DFT, ωB97M-V/def2-TZVPD

As for the structure (SMILES): C=C[C@@](C)(O)B1OCCO1. The value obtained for the relative energy (zero: lowest compared OMol25 entry of this formula, charge and spin) is 116.1 kJ/mol. Its highest occupied orbital energy is -0.34451 Ha. Its largest force on an atom is 0.10064 hartree/bohr. As for the frontier orbital gap: 10.1 eV.

Each line ends with the natural charge from an NBO analysis.
CARTESIAN COORDINATES (ANGSTROEM)
B: -0.415 0.377 0.191  1.130
C: 1.344 -1.527 -1.163  -0.411
C: 1.745 -0.297 -0.865  -0.158
C: -2.430 0.355 -0.757  -0.088
C: -2.435 -0.535 0.488  -0.102
C: 1.732 0.295 1.612  -0.612
C: 1.166 0.535 0.263  -0.149
O: -1.231 0.972 -0.795  -0.684
O: -1.114 -0.543 0.922  -0.690
O: 1.419 1.942 -0.005  -0.721
H: 1.898 -2.175 -1.742  0.199
H: 0.474 -2.002 -0.787  0.196
H: 2.584 0.344 -1.399  0.221
H: -2.460 -0.176 -1.807  0.152
H: -3.336 0.940 -0.892  0.186
H: -2.940 0.076 1.280  0.181
H: -2.804 -1.619 0.284  0.201
H: 2.165 -0.695 1.818  0.225
H: 1.036 0.443 2.425  0.220
H: 2.577 1.085 1.722  0.234
H: 1.026 2.207 -0.794  0.470